This record from OMol25 describes a molecular structure, C59H69BaN7SSbTe at a distorted geometry. The level of theory is ωB97M-V/def2-TZVPD.

Energy in eV: -98090.0134
Net charge: +1
Gap between HOMO and LUMO in eV: 7.04

Each line ends with the Mulliken charge.
Positions of all 139 atoms, in Å:
Ba -0.1277 0.4218 -0.2604  1.009
Te -0.9698 3.5208 2.6241  0.121
Sb 1.9396 1.0106 -3.3272  0.078
S -2.4999 1.9415 -3.4603  -0.160
N 1.2976 3.0120 -0.2009  2.236
N 1.1813 -1.9110 0.0161  1.785
N -1.6043 -1.2538 -1.8744  0.761
N -1.0345 -1.4501 1.5098  1.013
N -3.1045 4.4400 -4.0340  0.058
N 1.9117 3.2707 0.8482  -0.474
N -3.0296 0.6612 -0.4533  1.299
C -1.1655 2.1579 5.2155  0.314
C 0.8186 -2.8779 0.8703  -0.888
C -0.9995 -4.2476 5.6616  -1.517
C -1.3912 -2.5753 -3.8585  -0.855
C -0.7498 -3.4570 2.7555  -0.495
C 1.7973 5.3717 -0.8494  -0.615
C -3.1777 5.6028 -4.7295  -0.356
C 2.5939 -6.7413 0.1398  -1.595
C 0.8435 6.2342 -2.8884  -0.884
C 2.2481 0.0165 2.6001  -0.554
C -2.5506 -5.4819 4.1253  -1.555
C -2.9123 3.2811 6.4345  -0.688
C 1.6493 6.3988 -1.7656  -0.690
C -1.5381 1.6559 7.5462  -0.737
C 1.7118 0.8847 1.6326  2.076
C 2.4943 -1.6992 -4.6624  -0.996
C -2.7300 -2.3744 -4.1455  -0.944
C -0.8752 -1.9880 -2.7169  -0.172
C -2.5809 2.5747 7.5782  -0.559
C 1.9600 1.7966 -6.3600  -1.124
C -2.2022 -4.1091 4.7172  1.934
C -0.8352 1.4522 6.3707  -0.549
C -1.8312 -3.1603 3.5832  0.168
C 3.1586 0.3958 3.5824  -0.964
C 3.0967 -3.2125 -0.5973  -0.917
C -3.4948 -1.6151 -3.2793  -0.776
C 0.1706 5.0379 -3.0802  0.054
C 3.2456 -0.4529 -4.2034  -0.925
C 2.2301 2.1869 1.7421  -2.150
C 0.3042 4.0062 -2.1577  1.201
C 4.7469 2.3887 -3.6716  -1.226
C -2.5770 3.8408 3.9943  -1.138
C 1.0645 1.7852 -5.1279  -0.069
C -3.6971 -0.2350 -1.1923  0.268
C -5.7939 0.4828 -0.2902  -0.920
C -2.5088 -1.9790 3.3228  -0.854
C 3.3993 2.5604 -2.9784  -0.157
C -5.1107 1.4435 0.4332  -0.741
C -3.3975 -3.5981 5.5188  -2.197
C 4.6919 -5.5975 -0.5585  -2.125
C 4.0362 -5.6045 1.8454  -1.566
C -2.0149 3.3527 -5.8005  -0.528
C -3.7303 1.4859 0.3246  -0.788
C -2.0756 4.5089 -6.5196  -0.317
C 3.5911 1.7153 3.6645  -0.850
C 3.5079 -5.5371 0.4051  1.771
C 2.7093 -4.2486 0.2415  0.233
C -2.2119 3.0783 5.2474  0.566
C -5.0779 -0.3668 -1.1158  -0.823
C -2.5384 3.2791 -4.4779  -0.021
C -2.0724 -1.1645 2.2907  -1.058
C 3.1170 2.6203 2.7327  -0.332
C -0.3779 -2.5984 1.7359  -0.265
C -2.9027 -1.0777 -2.1430  0.229
C 1.1219 4.1725 -1.0504  -1.532
C -0.3992 1.9313 3.9372  0.007
C 2.3056 -2.0798 -0.6741  -1.207
C -2.6669 5.6767 -5.9829  -0.659
C 1.5450 -4.0522 0.9814  -0.529
H -2.6751 4.9081 4.1810  0.517
H 1.6921 -1.4525 -5.3632  0.290
H -0.0101 0.7497 6.3448  0.540
H -0.4437 4.8983 -3.9614  0.197
H -2.8270 -6.1705 4.9255  0.461
H -0.7529 -3.1625 -4.5043  0.550
H -3.5116 3.4786 3.5661  0.390
H 2.2628 0.7900 -6.6526  0.241
H -2.7222 6.5983 -6.5407  0.430
H 3.2217 -5.6181 2.5715  0.316
H 1.2171 -4.8265 1.6582  0.577
H 4.6532 2.3439 -4.7573  0.209
H -0.1301 -4.6681 5.1542  0.302
H 0.7503 2.7970 -4.8575  0.017
H 5.2092 -6.5495 -0.4349  0.440
H -3.3908 -5.4102 3.4323  0.354
H -3.6134 -4.2967 6.3279  0.456
H -3.1735 -2.7944 -5.0386  0.439
H -3.3571 -1.6674 3.9140  0.599
H 0.7512 7.0328 -3.6132  0.460
H 1.4457 2.2387 -7.2171  0.386
H -3.1513 2.2057 0.8952  0.164
H 4.6768 -4.7502 2.0707  0.361
H -1.6641 4.5353 -7.5207  0.424
H 0.6793 1.9658 4.0769  0.100
H 2.5934 -1.2616 -1.3278  0.453
H 1.7789 -6.8038 0.8619  0.321
H -4.5311 -1.4106 -3.5051  0.492
H 0.1490 1.2153 -5.2971  0.354
H 3.9969 -3.2673 -1.1917  0.556
H 2.1779 7.3306 -1.6114  0.403
H 2.4384 5.4792 0.0132  0.531
H -0.6431 0.9726 3.4817  -0.033
H -1.2547 -4.9122 6.4886  0.465
H 3.1712 -7.6639 0.2162  0.464
H -0.2264 3.0719 -2.3115  -0.115
H 5.4078 3.2255 -3.4366  0.400
H -1.7059 -5.9178 3.5897  0.308
H -6.8698 0.3939 -0.2164  0.465
H 4.2855 2.0270 4.4338  0.378
H 3.1558 -2.4085 -5.1641  0.451
H 3.7717 0.0189 -5.0332  0.638
H 4.3725 -5.5271 -1.6003  0.416
H 3.5289 2.6218 -1.8969  0.279
H -1.5624 2.4588 -6.2029  0.435
H -2.5871 -0.2314 2.0865  0.565
H 2.9113 3.4892 -3.2835  0.261
H -0.7128 -3.2800 6.0778  0.334
H 1.9299 -1.0267 2.6168  0.261
H 4.6215 -6.5154 1.9823  0.462
H -1.2665 1.1109 8.4410  0.432
H -3.7182 4.0052 6.4619  0.449
H -3.4671 4.3988 -3.0901  0.221
H -3.1987 -2.6238 5.9695  0.412
H 5.2566 1.4783 -3.3529  0.296
H -5.6257 2.1392 1.0810  0.505
H 2.0370 -2.2239 -3.8197  0.001
H 5.4161 -4.8042 -0.3643  0.391
H 0.1700 -2.1162 -2.4585  0.187
H 2.1587 -6.6953 -0.8603  0.358
H -3.6514 6.4285 -4.2193  0.412
H -4.2959 -3.5182 4.9034  0.385
H 3.4206 3.6600 2.7535  0.466
H -5.5873 -1.1310 -1.6847  0.567
H 2.8691 2.3772 -6.1960  0.250
H -3.1261 2.7474 8.4968  0.404
H 4.0025 -0.7002 -3.4557  0.484
H -0.1866 -4.3609 2.9305  0.421
H 3.5268 -0.3338 4.2958  0.451

Cartesian forces (eV/Å) of the 6 atoms listed first:
-0.4 1.3 -0.7
0.2 -0.1 -0.1
0.0 0.0 0.2
0.0 0.0 -0.2
-0.1 0.3 0.1
0.3 -0.4 0.1